{
  "formula": "H3N3O",
  "method": "the ωB97M-V functional and the def2-TZVPD basis",
  "gap_ev": [8.79, 8.64],
  "e_lumo_ev": [-0.60, -0.67],
  "multiplicity": 1,
  "e_above_lowest_ev": 5.977,
  "total_charge": 0,
  "elements": ["N", "N", "N", "O", "H", "H", "H"],
  "coordinates": [[1.66, -0.91, -0.26], [-0.57, 1.10, 0.03], [-0.39, -0.18, 0.34], [-1.19, -1.03, -0.09], [1.77, -1.93, 0.09], [0.13, 1.76, 0.36], [-1.41, 1.20, -0.46]]
}